(1)
# C2H4N4

A single C2H4N4 molecule in a non-equilibrium geometry (the ωB97M-V functional and the def2-TZVPD basis, OMol25).

The maximum force comes out at 0.039 Eh/bohr. Its spin multiplicity is 1. As for the gap between HOMO and LUMO (alpha / beta): 7.7 / 7.7 eV. As for the relative energy (zero: lowest compared OMol25 entry of this formula, charge and spin): 503.5 kJ/mol. The calculation puts the HOMO energy (alpha / beta) at -7.6 / -7.6 eV.

Geometry (Å):
1 N -2.84668 0.50721 0.02669
2 N 1.28885 1.28278 0.09788
3 N -1.76411 -0.04562 -0.07584
4 N 1.50184 0.01175 0.09988
5 C 0.56531 -0.93396 0.11579
6 C -0.78885 -0.67738 0.14716
7 H -3.48895 0.37398 -0.74763
8 H 2.46279 -0.36480 0.10559
9 H 2.16223 1.80053 0.10872
10 H 0.90758 -1.95450 0.12176

Charges per atom according to Mulliken partitioning, unit e: number 1, N, carries -1.013; number 2, N, carries -0.785; number 3, N, carries 0.600; number 4, N, carries 0.349; number 5, C, carries -0.447; number 6, C, carries 0.303; number 7, H, carries 0.227; number 8, H, carries 0.258; number 9, H, carries 0.194; number 10, H, carries 0.313

(2)
# C2H6S2

A 2-piece molecular cluster, C2H6S2 overall (the ωB97M-V functional and the def2-TZVPD basis, OMol25).

The maximum force comes out at 0.018 Eh/bohr. Its spin multiplicity is 1. As for the gap between HOMO and LUMO: 9.9 eV. As for the relative energy (zero: lowest compared OMol25 entry of this formula, charge and spin): 121.5 kJ/mol. The calculation puts the HOMO energy at -9.6 eV.

Geometry (Å):
1 S -1.57060 -3.39520 -0.42704
2 S -2.32353 -1.80907 0.65677
3 C 1.67787 1.55889 -0.15865
4 C 0.37817 1.76169 -0.13189
5 H 2.26548 2.30395 -0.67843
6 H -0.52331 -2.75250 -0.95781
7 H -1.82308 -2.23308 1.84640
8 H 0.07996 2.68179 -0.63033
9 H -0.43333 1.11921 0.20400
10 H 2.27236 0.76432 0.27698

Charges per atom according to Mulliken partitioning, unit e: number 1, S, carries -0.174; number 2, S, carries -0.201; number 3, C, carries -0.448; number 4, C, carries -0.358; number 5, H, carries 0.183; number 6, H, carries 0.171; number 7, H, carries 0.185; number 8, H, carries 0.183; number 9, H, carries 0.208; number 10, H, carries 0.251

(3)
# C5H12OS2

A single C5H12OS2 molecule in a non-equilibrium geometry (the ωB97M-V functional and the def2-TZVPD basis, OMol25).

The maximum force comes out at 0.080 Eh/bohr. Its spin multiplicity is 1. As for the gap between HOMO and LUMO: 9.4 eV. As for the relative energy (zero: lowest compared OMol25 entry of this formula, charge and spin): 287.3 kJ/mol. The calculation puts the HOMO energy at -8.7 eV.

Geometry (Å):
1 S -1.09182 0.46877 0.70933
2 S -2.45621 -0.88142 -0.07807
3 O -0.82725 1.55779 -0.24638
4 C 2.33913 0.92148 -0.01581
5 C 0.09008 -0.88289 0.97219
6 C 2.16959 -0.58615 -0.30599
7 C -3.54946 0.50721 -0.33674
8 C 0.71127 -1.15618 -0.41256
9 H 0.64646 -2.12986 -0.91282
10 H 0.43892 -0.24620 -1.14179
11 H 0.90337 -0.49389 1.51744
12 H -3.05180 1.38765 -0.55361
13 H 1.61637 1.56597 -0.68585
14 H -3.84599 0.70659 0.78873
15 H -0.64635 -1.57514 1.55329
16 H 2.10251 1.14092 1.10910
17 H 2.72010 -1.08656 0.45652
18 H 2.68030 -0.63413 -1.18297
19 H 3.39808 1.19980 -0.13791
20 H -4.34732 0.21624 -1.09610

Charges per atom according to Mulliken partitioning, unit e: number 1, S, carries 0.387; number 2, S, carries -0.082; number 3, O, carries -0.552; number 4, C, carries -0.849; number 5, C, carries -0.905; number 6, C, carries -1.015; number 7, C, carries -0.804; number 8, C, carries -0.237; number 9, H, carries 0.383; number 10, H, carries 0.169; number 11, H, carries 0.434; number 12, H, carries 0.353; number 13, H, carries 0.185; number 14, H, carries 0.258; number 15, H, carries 0.491; number 16, H, carries 0.215; number 17, H, carries 0.415; number 18, H, carries 0.483; number 19, H, carries 0.387; number 20, H, carries 0.282

(4)
# C4H10NS

A 2-piece molecular cluster, C4H10NS overall in a non-equilibrium geometry (the ωB97M-V functional and the def2-TZVPD basis, OMol25).

The maximum force comes out at 0.064 Eh/bohr. Its spin multiplicity is 1. As for the gap between HOMO and LUMO: 9.1 eV. As for the relative energy (zero: lowest compared OMol25 entry of this formula, charge and spin): 333.4 kJ/mol. The calculation puts the HOMO energy at -13.4 eV. Its total charge is +1.

Geometry (Å):
1 S -2.82401 -0.30565 -0.10137
2 N 1.11036 -0.44937 -0.10484
3 C 0.49978 0.64432 -0.13373
4 C -0.06856 1.69529 0.71445
5 C 1.86595 -1.37644 0.59968
6 C 1.04522 0.23055 -1.43611
7 H 0.11775 2.69205 0.25709
8 H -1.27004 1.49552 0.57852
9 H 0.34693 -0.11942 -2.27044
10 H 2.93035 -1.20549 0.33817
11 H 0.21071 1.44334 1.76712
12 H 1.45958 -1.53847 1.64353
13 H -1.57089 -0.66901 -0.48174
14 H 1.97500 0.75100 -1.79885
15 H -3.47470 -0.97855 -0.95164
16 H 1.64941 -2.28416 -0.03713

Charges per atom according to Mulliken partitioning, unit e: number 1, S, carries -0.256; number 2, N, carries 0.151; number 3, C, carries 0.188; number 4, C, carries -0.430; number 5, C, carries -0.765; number 6, C, carries -0.416; number 7, H, carries 0.329; number 8, H, carries 0.085; number 9, H, carries 0.207; number 10, H, carries 0.341; number 11, H, carries 0.312; number 12, H, carries 0.326; number 13, H, carries 0.120; number 14, H, carries 0.283; number 15, H, carries 0.182; number 16, H, carries 0.343

(5)
# C5H6O2

A single C5H6O2 molecule (the ωB97M-V functional and the def2-TZVPD basis, OMol25).

The maximum force comes out at 0.012 Eh/bohr. Its spin multiplicity is 1. As for the gap between HOMO and LUMO: 8.4 eV. As for the relative energy (zero: lowest compared OMol25 entry of this formula, charge and spin): 527.2 kJ/mol. The calculation puts the HOMO energy at -8.3 eV.

Geometry (Å):
1 O -1.15108 0.31320 0.86181
2 O 0.87139 -0.74736 1.08279
3 C 0.31546 0.10032 -1.24266
4 C 0.37422 -1.03504 -0.17876
5 C 0.61665 1.42771 -0.86527
6 C -0.90919 -0.38437 -0.29097
7 C 0.02268 0.23305 1.66375
8 H -1.79532 -0.75711 -0.79348
9 H 0.59532 -2.03719 -0.52908
10 H -0.28103 -0.08319 2.66619
11 H 0.53946 1.19455 1.66107
12 H 0.58546 2.05800 -1.77026
13 H 0.21597 -0.28258 -2.26514

Charges per atom according to Mulliken partitioning, unit e: number 1, O, carries -0.367; number 2, O, carries -0.392; number 3, C, carries -0.173; number 4, C, carries 0.049; number 5, C, carries -0.744; number 6, C, carries -0.036; number 7, C, carries -0.316; number 8, H, carries 0.380; number 9, H, carries 0.380; number 10, H, carries 0.223; number 11, H, carries 0.402; number 12, H, carries 0.220; number 13, H, carries 0.374

(6)
# C11H17N4OPtS5Sb

C11H17N4OPtS5Sb as an isolated structure in a non-equilibrium geometry (the ωB97M-V functional and the def2-TZVPD basis, OMol25).

The maximum force comes out at 0.042 Eh/bohr. Its spin multiplicity is 1. As for the gap between HOMO and LUMO (alpha / beta): 5.4 / 5.4 eV. As for the relative energy (zero: lowest compared OMol25 entry of this formula, charge and spin): 192.0 kJ/mol. The calculation puts the HOMO energy (alpha / beta) at -1.3 / -1.3 eV. Its total charge is -2.

Geometry (Å):
1 Pt 0.47811 -2.12575 -0.99364
2 Sb 0.59874 -5.81492 -1.03711
3 S -0.23954 -6.98759 0.83986
4 S -0.95001 -3.86607 -1.10094
5 S -0.07980 -7.09835 -2.88170
6 S 2.29909 -3.32465 -1.42571
7 S 1.50786 0.35491 1.26029
8 O -1.20671 -0.63001 -0.50220
9 N -1.53337 -0.78569 1.74899
10 N 1.53654 -0.34107 -1.27704
11 N 2.45131 1.77341 -0.70056
12 N -1.77204 1.24090 0.60141
13 C -0.99944 -2.12493 1.86019
14 C 2.24371 1.15770 -2.97730
15 C -1.88415 1.97583 1.83707
16 C 2.65253 2.03612 -1.97310
17 C -2.59302 1.09896 2.85233
18 C 3.32092 3.34416 -2.29113
19 C -1.40130 2.04212 -0.53942
20 C -1.42541 -0.09765 0.58655
21 C 1.72223 -0.05609 -2.55526
22 C 1.85556 0.61531 -0.35350
23 C -1.73638 -0.14066 3.02478
24 H -1.80335 -2.86048 1.92427
25 H -0.88977 2.26659 2.20748
26 H 2.35416 1.38752 -4.02624
27 H 3.77517 3.32206 -3.28092
28 H -0.36011 -2.19641 2.74021
29 H -2.22619 -0.85978 3.69113
30 H -3.57183 0.81740 2.45584
31 H -0.48406 2.60775 -0.33843
32 H -1.23194 1.38506 -1.38951
33 H -0.37773 -2.35774 0.97477
34 H -2.46545 2.88360 1.63281
35 H 2.58618 4.15082 -2.26498
36 H -0.76033 0.13045 3.45154
37 H -2.72278 1.61961 3.80219
38 H -2.21014 2.74100 -0.77209
39 H 1.46399 -0.83702 -3.27216
40 H 4.07872 3.55359 -1.53879

Charges per atom according to Mulliken partitioning, unit e: number 1, Pt, carries 0.550; number 2, Sb, carries 0.616; number 3, S, carries -0.686; number 4, S, carries -0.473; number 5, S, carries -0.701; number 6, S, carries -0.581; number 7, S, carries -0.410; number 8, O, carries -0.799; number 9, N, carries 0.381; number 10, N, carries -0.011; number 11, N, carries -0.531; number 12, N, carries 0.250; number 13, C, carries -0.657; number 14, C, carries -1.054; number 15, C, carries -0.531; number 16, C, carries 0.987; number 17, C, carries -0.754; number 18, C, carries -1.176; number 19, C, carries -1.237; number 20, C, carries 0.211; number 21, C, carries 0.003; number 22, C, carries -0.070; number 23, C, carries -0.651; number 24, H, carries 0.264; number 25, H, carries 0.284; number 26, H, carries 0.341; number 27, H, carries 0.342; number 28, H, carries 0.333; number 29, H, carries 0.400; number 30, H, carries 0.297; number 31, H, carries 0.354; number 32, H, carries 0.325; number 33, H, carries -0.008; number 34, H, carries 0.373; number 35, H, carries 0.228; number 36, H, carries 0.335; number 37, H, carries 0.361; number 38, H, carries 0.366; number 39, H, carries 0.384; number 40, H, carries 0.341

(7)
# C4H13N4PS

A 2-piece molecular cluster, C4H13N4PS overall in a non-equilibrium geometry (the ωB97M-V functional and the def2-TZVPD basis, OMol25).

The maximum force comes out at 0.095 Eh/bohr. Its spin multiplicity is 1. As for the gap between HOMO and LUMO (alpha / beta): 7.8 / 6.5 eV. As for the relative energy (zero: lowest compared OMol25 entry of this formula, charge and spin): 305.4 kJ/mol. The calculation puts the HOMO energy (alpha / beta) at -8.7 / -7.3 eV.

Geometry (Å):
1 S -0.35967 0.81171 -3.03108
2 P -0.29504 0.99177 -1.16351
3 N 0.76230 2.27586 -0.70941
4 N 2.12733 2.09000 -0.66091
5 N -1.73206 1.54571 -0.46514
6 N 1.76241 -0.36984 0.34172
7 C 1.20691 -1.37249 0.93578
8 C -0.17206 -1.92699 0.47151
9 C 1.99037 -2.27242 1.98270
10 C -3.07306 1.20670 -0.97529
11 H -3.02064 0.86598 -2.08249
12 H 0.46993 2.66376 0.19683
13 H -0.65951 -2.62974 1.11374
14 H 1.26942 -2.19888 2.93698
15 H -1.87479 1.34950 0.49593
16 H 2.33833 1.99024 -1.64908
17 H 2.90917 -1.76666 2.26804
18 H 2.28045 1.07230 -0.21303
19 H 2.01449 -3.33054 1.63321
20 H -3.75186 1.95304 -0.83594
21 H -0.07266 -2.24790 -0.52108
22 H -3.37925 0.35137 -0.46310
23 H -0.74051 -1.05248 0.39362

Charges per atom according to Mulliken partitioning, unit e: number 1, S, carries -0.424; number 2, P, carries 0.443; number 3, N, carries -0.169; number 4, N, carries -0.783; number 5, N, carries -0.334; number 6, N, carries -0.576; number 7, C, carries 0.741; number 8, C, carries -1.075; number 9, C, carries -0.997; number 10, C, carries -0.824; number 11, H, carries 0.223; number 12, H, carries 0.331; number 13, H, carries 0.369; number 14, H, carries 0.256; number 15, H, carries 0.322; number 16, H, carries 0.256; number 17, H, carries 0.330; number 18, H, carries 0.532; number 19, H, carries 0.295; number 20, H, carries 0.321; number 21, H, carries 0.335; number 22, H, carries 0.320; number 23, H, carries 0.108